Entry 1:
25
Properties=species:S:1:pos:R:3:forces:R:3:mulliken_charge:R:1 method="wB97M-V/def2-TZVPD" homo_energy_ev="-8.02 / -8.14" charge=0 homo_lumo_gap_ev="7.414 / 8.452" multiplicity=1 de_lowest_kj_mol=67.6
C 2.4060 1.6459 -0.0028 -3.1658 1.4885 -0.8534 -1.835
C 3.0213 -0.7751 -0.4451 1.7893 1.7323 1.8878 -1.450
C 1.1897 -0.2063 1.0815 -1.8830 0.3849 1.0763 -0.906
C -2.2407 0.4261 0.9117 0.5570 2.7061 -1.3992 -0.844
C 1.8803 0.2316 -0.1435 0.8273 -0.3420 -0.0418 2.037
C -1.5247 -0.4406 -0.0737 0.0546 0.3365 -0.3722 0.334
P -1.0053 0.2170 -1.7274 0.8386 -1.1561 0.5352 -0.270
P -1.9405 -2.1615 -0.2444 -0.0710 -1.1825 1.3241 -0.154
S -3.8574 1.0316 0.2555 -0.9938 -0.1706 -0.2235 -0.218
H 1.5298 2.3531 0.1387 0.3126 -0.8364 -0.1031 0.369
H 2.9646 1.9465 0.8406 1.4696 -0.3934 0.6983 0.435
H 2.7216 1.9867 -0.9703 1.1084 0.1854 -0.2752 0.453
H 3.3316 -1.1642 0.5823 0.2228 0.5602 -1.3358 0.305
H 3.9400 -0.2460 -0.9452 -1.8205 -1.3470 0.6714 0.314
H 2.6400 -1.6312 -0.9206 -0.1850 -1.0082 -1.2040 0.425
H 0.6697 0.6357 1.7243 1.0815 -2.2562 -1.0758 0.263
H 1.2509 -1.3058 1.3527 -0.3816 1.7006 0.0754 0.278
H -2.3923 -0.0117 1.8884 0.3094 0.1808 0.2064 0.514
H -1.8320 1.5167 0.8720 0.3042 -2.1625 0.9672 0.212
H 1.1685 0.2466 -1.0018 0.6375 0.0435 0.4506 -0.665
H -2.2070 0.6618 -2.1207 -1.7309 0.9536 -0.4066 0.131
H -1.2484 -0.9850 -2.5096 0.4141 0.4502 0.5526 0.083
H -2.4514 -2.4767 1.1085 0.4927 0.3286 -0.8300 0.014
H -3.2432 -1.9505 -0.7059 -0.4517 0.0239 -0.3147 0.054
H -4.7709 0.4553 1.0548 0.2636 -0.2201 -0.0098 0.122

Entry 2:
11
Properties=species:S:1:pos:R:3:forces:R:3:mulliken_charge:R:1 method="wB97M-V/def2-TZVPD" homo_energy_ev=-9.72 charge=0 homo_lumo_gap_ev=8.652 multiplicity=1 de_lowest_kj_mol=185.1
H 1.3538 2.0988 -0.6445 -0.7214 0.2505 0.4435 0.264
N 0.5256 2.0628 -0.0143 0.5546 0.2844 -0.4487 -0.606
C -0.1591 1.0676 -0.3442 1.2316 -0.8953 0.4321 0.700
N 0.1135 0.1798 -1.3759 -0.8072 -0.2519 -0.7637 -0.506
C 0.4936 -1.0144 -1.1453 1.0229 0.5475 0.2390 0.132
N 0.8861 -1.4991 0.1152 -1.7902 0.1907 0.3113 -0.403
C 0.1605 -1.1144 1.1189 0.8194 0.4453 -0.4971 0.018
N -1.0448 -0.3342 1.1889 0.2851 -1.0187 -0.1573 -0.114
N -1.2664 0.6488 0.4827 -0.3301 0.4386 -0.2854 -0.259
H 0.7452 -1.6554 -2.0000 -0.2878 0.1234 0.3940 0.394
H 0.4329 -1.4838 2.0912 0.0231 -0.1144 0.3321 0.380

Entry 3:
41
Properties=species:S:1:pos:R:3:forces:R:3:mulliken_charge:R:1 method="wB97M-V/def2-TZVPD" homo_energy_ev="-15.06 / -14.70" charge=+2 homo_lumo_gap_ev="5.995 / 5.832" multiplicity=3 s2=2.225
O -0.0497 -3.3578 -2.5393 0.3726 3.4404 2.8688 -0.003
C 0.0577 -2.4897 -1.7944 -0.3844 -3.8967 -3.0877 0.170
Tm 0.3824 -0.5416 -0.1000 1.1037 1.3132 0.8026 0.479
C -0.9855 1.1929 0.7875 1.7150 0.0881 1.6324 0.195
O -1.1265 2.2547 1.3119 -0.5661 -1.6956 -1.6416 -0.314
C -1.9148 0.5284 -0.4400 -2.7118 2.5837 -0.8007 0.383
O -2.9226 1.1056 -0.7710 1.6769 -2.3148 0.3793 -0.349
C -1.1035 -1.2600 1.6454 -2.9328 -2.1073 3.6460 0.346
O -1.8850 -1.5424 2.4486 2.8484 1.3288 -2.9616 -0.127
C -0.1570 1.2788 -1.7361 -0.8587 4.2852 -3.0668 0.313
O -0.5041 2.2172 -2.3206 1.5322 -3.8208 2.3069 -0.125
H -1.6287 -0.6163 -0.7460 -1.5041 1.0017 0.0608 0.182
C 3.4307 2.8473 2.8891 0.1775 0.3533 0.2511 -1.051
N 2.8588 2.1570 1.7318 0.0085 -0.5001 -0.2717 0.364
C 2.4899 3.0646 0.6362 0.1578 0.1793 -0.1094 -0.897
P 3.3468 0.6399 1.3472 1.3297 0.9243 0.8686 0.253
O 2.3018 0.0358 0.4044 -1.5265 -0.8170 -0.8269 -0.146
N 4.7469 0.5288 0.5110 -0.8416 0.0773 -0.1291 0.198
C 4.8177 -0.2199 -0.7506 -0.0062 -0.3011 -0.0357 -0.880
C 6.0076 1.0584 1.0306 0.1692 -0.0797 0.2650 -0.709
N 3.4371 -0.1558 2.7890 -0.5583 -0.2352 -0.5733 0.054
C 4.0383 -1.5033 2.7294 0.3086 0.1111 0.1956 -0.783
C 2.2427 -0.1151 3.6584 0.3935 0.1698 0.3058 -0.955
H 2.7275 3.6315 3.1887 0.1579 -0.1502 0.0461 0.346
H 4.3930 3.3202 2.6404 -0.2667 -0.0672 0.1369 0.342
H 3.5731 2.1530 3.7206 0.0810 0.2615 -0.1933 0.417
H 3.3859 3.4694 0.1352 -0.3237 -0.0590 0.1160 0.317
H 1.8672 2.5586 -0.1156 0.1983 0.1171 0.2671 0.111
H 1.9138 3.8953 1.0637 0.1216 -0.2391 -0.1823 0.365
H 5.6999 0.1284 -1.2911 -0.1973 -0.0748 -0.0271 0.404
H 4.9294 -1.2967 -0.5657 0.0180 0.1440 -0.1497 0.308
H 3.9271 -0.0500 -1.3736 0.4289 -0.0060 0.2230 0.166
H 6.6731 1.2013 0.1765 -0.0169 0.1450 0.2526 0.361
H 5.8601 2.0217 1.5357 0.0726 -0.3109 -0.1202 0.159
H 6.4750 0.3420 1.7199 0.0245 0.2757 -0.0838 0.282
H 5.0208 -1.4494 2.2438 -0.3203 -0.1200 0.1200 0.224
H 4.1777 -1.8290 3.7657 0.0647 -0.0725 -0.2965 0.378
H 3.4012 -2.2415 2.2097 0.1493 0.2285 0.1353 0.270
H 2.5265 -0.6128 4.5949 -0.2749 0.1326 -0.2178 0.442
H 1.9680 0.9199 3.8893 -0.0704 -0.3656 -0.1251 0.360
H 1.3672 -0.6440 3.2330 0.2505 0.0732 0.0205 0.153

Entry 4:
10
Properties=species:S:1:pos:R:3:forces:R:3:mulliken_charge:R:1 method="wB97M-V/def2-TZVPD" homo_energy_ev=-9.49 charge=0 homo_lumo_gap_ev=10.306 multiplicity=1 de_lowest_kj_mol=255.9
C -0.5675 0.3232 -0.7824 1.8698 -1.3003 0.9921 -0.465
C 0.1577 1.1807 -0.0765 0.2760 2.1068 0.0733 -0.340
C 0.2114 -0.9270 -0.2187 -1.1247 0.8345 1.5195 -0.562
C 1.1289 0.1902 0.4400 -2.6883 -2.2104 4.6956 0.028
Cl 2.6439 0.0827 -0.1839 3.3515 0.5094 -1.0411 -0.172
H -1.2410 0.4871 -1.5694 -1.1840 -0.0678 -0.6425 0.402
H 0.1503 2.2959 0.0019 0.0066 -1.1474 -0.0463 0.339
H -0.3446 -1.3975 0.6729 0.6573 0.1003 -1.8393 0.180
H 0.7575 -1.6076 -0.9018 -0.6446 0.2777 0.5085 0.333
H 1.2637 -0.0480 2.0207 -0.5195 0.8972 -4.2198 0.256

Entry 5:
16
Properties=species:S:1:pos:R:3:forces:R:3:mulliken_charge:R:1 method="wB97M-V/def2-TZVPD" homo_energy_ev=-9.55 charge=0 smiles="O=CCNCO.O" homo_lumo_gap_ev=10.357 multiplicity=1 de_lowest_kj_mol=199.7
O 2.6957 0.5564 -0.4277 0.3497 -0.2437 -0.0022 -0.461
C 1.6979 1.2065 -0.2827 -0.2038 -0.2541 -0.4593 -0.039
C 0.3316 0.7462 -0.7280 -0.9577 0.2519 0.1314 -0.322
N -0.6291 1.1294 0.3288 0.5166 -0.0205 -0.2054 -0.374
C -1.5480 0.1203 0.6881 -0.2505 -0.8240 -0.2565 -0.452
O -2.3918 -0.2630 -0.4340 -0.3876 0.3567 0.9186 -0.529
H 1.7300 2.1846 0.2241 -0.0882 0.1021 0.0534 0.337
H 0.2910 -0.3134 -0.9761 0.2607 -0.1685 0.4649 0.292
H -0.0317 1.2074 -1.6506 0.6524 0.2965 -0.1885 0.327
H -1.1138 1.9480 -0.0075 -0.2688 0.0871 0.3017 0.215
H -1.0458 -0.7881 1.0149 0.4875 0.0600 -0.0897 0.306
H -2.1610 0.4237 1.5343 -0.1578 0.3795 -0.0604 0.390
H -3.2774 -0.2518 -0.0460 0.0341 -0.1713 -0.5931 0.310
O 1.5116 -2.5307 0.4193 -1.3845 1.2063 0.5249 -0.598
H 1.8364 -3.4041 0.4080 0.7401 -1.4131 -0.1526 0.292
H 2.1045 -1.9713 -0.0649 0.6579 0.3551 -0.3872 0.305

Entry 6:
78
Properties=species:S:1:pos:R:3:forces:R:3:mulliken_charge:R:1 method="wB97M-V/def2-TZVPD" homo_energy_ev="-10.73 / -10.74" charge=+1 homo_lumo_gap_ev="7.309 / 7.159" multiplicity=4 de_lowest_kj_mol=0.0 s2=3.860
Mn -0.1195 -0.5003 0.4418 0.1437 0.3532 0.3524 -0.483
O -0.3400 -1.0017 2.1812 -0.1275 0.0091 0.0777 -0.510
C 0.5959 -1.4705 3.0121 -0.0916 -0.0272 -0.0593 0.330
C 0.2076 -2.3238 4.0455 0.0367 0.0138 0.0011 -0.638
C 1.1408 -2.7829 4.9530 -0.0048 -0.0036 0.0120 -0.568
C 2.4813 -2.4045 4.8627 -0.0075 0.0031 -0.0097 -0.787
C 2.8709 -1.5577 3.8514 -0.0090 -0.0077 0.0095 -0.843
C 1.9451 -1.0847 2.9087 0.0496 0.0301 -0.0047 0.784
C 2.4125 -0.2120 1.8669 0.0381 0.0020 0.0446 0.109
N 1.6909 0.1657 0.8735 -0.0416 0.1701 -0.0361 0.922
N 2.2816 0.9650 -0.0979 -0.0165 -0.1328 0.0485 -1.204
C 1.4663 1.0740 -1.0940 -0.1106 0.0081 -0.1345 0.249
O 0.2474 0.5536 -1.0667 0.1321 -0.0300 -0.0687 -0.150
C 1.8526 1.8054 -2.3154 0.0130 0.0033 0.0397 0.381
C 0.8890 2.1063 -3.2738 0.0245 -0.0277 -0.0152 -0.060
C 1.2452 2.8010 -4.4187 0.0122 -0.0066 0.0077 -0.845
C 2.5633 3.1894 -4.6117 -0.0078 0.0035 -0.0039 -0.393
C 3.5274 2.8826 -3.6597 0.0115 -0.0019 -0.0010 -0.698
C 3.1766 2.1927 -2.5126 -0.0103 0.0288 0.0179 -0.405
H -0.8351 -2.6015 4.1234 -0.0018 -0.0037 0.0014 0.497
H 0.8236 -3.4428 5.7500 0.0012 -0.0030 -0.0001 0.417
H 3.2019 -2.7701 5.5800 0.0021 -0.0001 0.0017 0.420
H 3.9053 -1.2483 3.7648 0.0049 0.0006 0.0016 0.397
H 3.4424 0.1366 1.8860 -0.0045 -0.0120 0.0164 0.454
H -0.1313 1.7846 -3.1208 -0.0161 0.0026 0.0078 0.343
H 0.4956 3.0392 -5.1618 -0.0030 -0.0026 -0.0007 0.423
H 2.8417 3.7306 -5.5064 0.0010 0.0000 -0.0015 0.405
H 4.5555 3.1809 -3.8148 0.0003 0.0023 0.0008 0.399
H 3.9172 1.9479 -1.7641 0.0013 0.0017 -0.0001 0.454
N -1.6272 1.0623 0.8367 0.1821 -0.0962 -0.1105 -0.227
C -2.9888 0.8365 0.3763 -0.0441 0.0257 0.0128 -0.303
C -4.0045 1.7204 0.7147 -0.0059 0.0101 -0.0086 -0.455
C -5.2933 1.4866 0.2653 0.0080 -0.0025 0.0039 -0.696
C -5.5743 0.3751 -0.5220 -0.0059 -0.0042 0.0008 -0.820
C -4.5627 -0.5073 -0.8532 -0.0004 0.0222 0.0194 -0.281
C -3.2626 -0.2779 -0.4038 -0.0047 -0.0131 0.0394 -0.551
P -1.9065 -1.4248 -0.7355 -0.1278 -0.2418 -0.1562 2.208
C -2.4922 -3.0560 -0.2468 -0.0103 0.0126 -0.0010 0.932
C -3.0337 -3.9333 -1.1809 -0.0188 -0.0150 -0.0492 -0.514
C -3.5206 -5.1655 -0.7671 -0.0024 -0.0044 0.0053 -0.736
C -3.4728 -5.5169 0.5731 0.0055 0.0072 0.0004 -0.623
C -2.9348 -4.6389 1.5068 0.0113 -0.0096 -0.0056 -0.610
C -2.4387 -3.4116 1.1005 -0.0130 -0.0174 -0.0020 -0.581
C -1.6258 -1.4184 -2.5138 -0.0107 0.0653 0.0063 0.870
C -0.8689 -2.4317 -3.1018 0.0222 0.0060 -0.0210 -0.296
C -0.5880 -2.3815 -4.4568 0.0046 -0.0018 0.0056 -0.958
C -1.0502 -1.3226 -5.2274 0.0002 -0.0048 -0.0105 -0.633
C -1.8019 -0.3138 -4.6450 -0.0070 0.0041 0.0127 -0.740
C -2.0895 -0.3576 -3.2891 -0.0085 -0.0372 0.0041 -0.944
H -1.2128 1.8332 0.3158 -0.0653 0.0617 0.0161 0.412
H -1.6341 1.3248 1.8187 0.0650 -0.0870 0.0327 0.410
H -3.7873 2.5873 1.3265 0.0042 0.0030 0.0028 0.494
H -6.0845 2.1735 0.5332 -0.0038 0.0031 -0.0023 0.426
H -6.5834 0.1956 -0.8666 -0.0004 -0.0001 0.0009 0.450
H -4.7782 -1.3845 -1.4510 0.0038 -0.0015 -0.0037 0.514
H -3.0671 -3.6657 -2.2301 -0.0250 -0.0153 0.0419 0.475
H -3.9359 -5.8497 -1.4947 -0.0018 -0.0008 -0.0025 0.451
H -3.8536 -6.4782 0.8920 -0.0018 0.0007 0.0058 0.441
H -2.8962 -4.9161 2.5522 0.0034 0.0024 -0.0029 0.442
H -2.0002 -2.7347 1.8225 0.0144 0.0251 0.0051 0.058
H -0.4969 -3.2517 -2.5024 0.0100 -0.0037 -0.0052 0.479
H -0.0044 -3.1705 -4.9116 0.0069 -0.0036 0.0006 0.478
H -0.8251 -1.2859 -6.2850 0.0011 -0.0037 -0.0004 0.422
H -2.1652 0.5095 -5.2459 -0.0051 0.0017 0.0066 0.481
H -2.6749 0.4342 -2.8398 -0.0050 0.0165 0.0054 0.363
C 0.5697 -2.1840 -0.0837 -0.0101 -0.0859 -0.1559 0.345
C 1.0037 -3.2942 -0.2969 0.0906 -0.0099 0.0265 0.903
C 1.5080 -4.6132 -0.5414 -0.0787 0.0318 0.0007 -0.291
C 0.8202 -5.7167 -0.0314 -0.0120 -0.0029 -0.0184 -0.119
C 1.2966 -6.9951 -0.2656 0.0061 -0.0043 -0.0093 -0.670
C 2.4552 -7.1813 -1.0087 -0.0080 0.0012 0.0030 -0.448
C 3.1384 -6.0864 -1.5203 -0.0003 0.0023 -0.0001 -0.608
C 2.6695 -4.8037 -1.2903 0.0271 -0.0036 -0.0158 -0.499
H -0.0842 -5.5577 0.5422 -0.0096 -0.0011 0.0134 0.429
H 0.7644 -7.8493 0.1315 -0.0014 -0.0013 0.0018 0.422
H 2.8260 -8.1813 -1.1895 0.0009 -0.0037 0.0000 0.404
H 4.0405 -6.2325 -2.0991 0.0020 -0.0010 -0.0007 0.403
H 3.1969 -3.9443 -1.6831 -0.0014 0.0017 0.0027 0.486

Number 1: M 182.2 Da. Number 2: M 109.1 Da. Number 3: M 489.2 Da. Number 4: M 88.5 Da. Number 5: M 107.1 Da. Number 6: M 671.6 Da.